ORCA calculation (ωB97M-V/def2-TZVPD) on 2 unconnected molecules or ions with the total composition C7H16IP.

Last columns: bonded neighbours and bond lengths (Å).
Element x y z (Å)
1 C 1.069 2.554 0.479  C2 1.354, H5 1.158, H6 1.096
2 C 1.538 1.823 1.518  C1 1.354, C3 1.476, C4 1.525
3 C 3.002 1.720 1.679  C2 1.476, H7 1.072, H8 1.071, H9 1.124
4 C 0.534 1.080 2.393  C2 1.525, H10 1.054, H11 1.102, H12 1.008
5 H 1.880 2.893 -0.275  C1 1.158
6 H 0.041 2.751 0.155  C1 1.096
7 H 3.352 0.760 2.001  C3 1.072
8 H 3.302 1.876 0.663  C3 1.071
9 H 3.306 2.467 2.462  C3 1.124
10 H 0.607 0.043 2.214  C4 1.054
11 H 0.646 1.242 3.477  C4 1.102
12 H -0.423 1.258 2.131  C4 1.008
13 C -2.245 -0.931 -2.276  C14 1.541, H18 1.100, H19 1.076, H20 1.111
14 C -1.420 -2.021 -1.565  C13 1.541, C15 1.540, P16 1.984, H21 1.037
15 C -1.908 -2.256 -0.123  C14 1.540, H22 1.023, H23 1.030, H24 1.086
16 P 0.487 -1.501 -1.389  C14 1.984, I17 2.292, H25 1.352
17 I 1.128 -1.974 -3.538  P16 2.292
18 H -1.883 0.036 -1.897  C13 1.100
19 H -2.367 -0.951 -3.345  C13 1.076
20 H -3.259 -1.100 -1.855  C13 1.111
21 H -1.499 -2.878 -2.143  C14 1.037
22 H -2.837 -2.675 -0.023  C15 1.023
23 H -2.053 -1.322 0.286  C15 1.030
24 H -1.098 -2.684 0.459  C15 1.086
25 H 0.098 -0.209 -1.485  P16 1.352

The value obtained for the electronic energy is -24906.129 eV. The gap between HOMO and LUMO is 9.28 eV. Its energy above the lowest of the compared OMol25 structures with the same formula, charge and spin is 77.8 kJ/mol. As for the SMILES: C=C(C)C.CC(C)PI. As for the HOMO energy: -8.755 eV.